Computed, not measured: a molecular structure, C10H25ClIN2P2Pm in a non-equilibrium geometry, with the ωB97M-V functional and the def2-TZVPD basis.

Element x y z (Å)
C1 -0.58918 -0.26628 -1.96146
I1 -2.34510 0.55705 0.22852
H1 0.46892 -0.39710 -2.26204
H2 -1.12696 -1.17055 -2.26766
H3 -0.57197 -0.23403 -0.87216
Pm1 2.22177 2.51838 0.89590
P1 -1.40094 1.28714 -2.42915
C2 -2.91716 0.59812 -3.09732
C3 -1.87992 2.95041 -1.88962
H4 -2.38742 3.42019 -2.76543
H5 -1.21196 2.20784 -4.54631
H6 -1.01207 3.57430 -1.63410
H7 0.41041 2.21687 -3.71263
H8 -3.65480 0.58871 -2.30543
H9 -2.61352 3.00505 -1.06494
C4 -0.49634 1.64130 -3.93248
H10 -3.20266 1.17117 -3.98428
H11 -0.22143 0.68918 -4.40502
H12 -2.64432 -0.41762 -3.37469
P2 2.19852 0.09664 2.14663
C5 2.13766 -1.23334 3.41234
C6 3.99982 0.05158 1.72396
H13 2.35259 2.74157 3.00115
H14 3.11987 1.49028 3.91330
H15 1.31714 1.60050 3.89604
C7 2.23261 1.60538 3.29841
H16 4.31182 0.78934 0.95130
H17 4.55941 0.18391 2.65773
H18 2.91776 -1.03521 4.18005
H19 2.32333 -2.17389 2.85855
H20 4.22955 -0.94609 1.32378
H21 1.11956 -1.18505 3.84651
Cl1 2.11246 4.18282 -0.93037
N1 -2.37567 -3.50770 0.54112
C8 -1.88500 -3.90983 1.77784
C9 -0.63107 -3.34777 1.89299
N2 -0.38188 -2.60429 0.75374
C10 -1.37844 -2.82351 -0.09089
H22 -3.32260 -3.51740 0.18202
H23 -2.47121 -4.47279 2.46568
H24 0.13183 -3.39162 2.69583
H25 -1.44342 -2.53368 -1.11740

Cartesian forces, eV/Å:
2.683 -0.260 1.421
-0.914 0.812 2.444
-0.408 0.379 -0.477
-0.112 0.809 -0.204
0.573 -0.870 -0.600
-0.841 0.293 -2.705
-1.495 -1.125 -1.478
0.053 0.207 -0.333
-0.159 1.224 0.374
0.597 -0.444 0.228
0.701 -0.015 -0.182
-0.175 -0.138 -0.087
-0.152 0.008 -0.301
-0.376 -0.006 -0.264
0.620 -0.432 -0.425
0.056 0.349 -0.302
-0.309 -0.139 0.219
-0.120 0.397 -0.035
-0.440 0.036 -0.227
0.184 -0.410 -0.124
-0.385 0.492 -0.054
-0.154 0.120 0.179
-0.214 -1.639 1.188
-0.069 -0.024 0.502
0.119 -0.030 0.114
0.372 1.427 0.654
0.232 -0.270 0.260
0.207 0.135 -0.396
-0.504 -0.243 -0.500
-0.240 0.385 0.422
-0.107 0.324 -0.120
0.576 -0.417 -0.142
0.032 -0.587 0.610
0.845 -0.268 -0.150
0.173 0.916 -0.211
-0.596 0.427 -0.420
0.903 -0.733 -1.102
-0.013 0.123 2.275
0.209 -0.571 0.308
-0.249 -0.266 0.203
-0.989 -0.164 -0.607
-0.115 0.186 0.042

Calculated values
**Expectation value of S²**: 6.0186
**E_HOMO (alpha / beta)**: -12.76 / -12.77 eV
**2S+1**: 5
**LUMO (alpha / beta)**: -0.374 / -0.323 Eh
**Net charge**: +2